C13H16N2O5S in the gas phase. Source: the Open Molecules 2025 dataset; level of theory: wB97M-V/def2-TZVPD.

Each line ends with the natural charge from an NBO analysis.
Geometry (Å):
C1 -4.22677 -0.86912 0.45504  -0.633
H1 -5.27883 -1.07688 0.63451  0.216
H2 -4.09416 0.20832 0.39272  0.223
H3 -3.65645 -1.25272 1.29648  0.219
C2 -3.77063 -1.55194 -0.82913  -0.409
C3 -2.37049 -1.13667 -1.23136  -0.644
H4 -2.04228 -1.61410 -2.15042  0.250
H5 -2.27231 -0.05788 -1.32204  0.237
S1 -1.13970 -1.64765 0.01950  2.290
O1 0.07162 -1.99821 -0.65944  -0.945
O2 -1.69815 -2.60898 0.91905  -0.932
N1 -0.85712 -0.24735 0.92577  -0.850
C4 0.01338 0.72871 0.48036  0.147
C5 -0.31789 2.05911 0.22025  -0.059
N2 0.82346 2.74543 -0.14162  -0.494
C6 1.87613 1.88601 -0.12623  0.135
C7 3.22329 2.10102 -0.41174  -0.223
C8 4.07753 1.03280 -0.30983  -0.220
C9 3.62788 -0.24870 0.07959  0.284
C10 2.30040 -0.46926 0.38100  -0.283
C11 1.41103 0.60383 0.26083  -0.040
H6 1.91797 -1.42992 0.67481  0.245
O3 4.60050 -1.20087 0.12779  -0.496
C12 4.21618 -2.51921 0.44397  -0.254
H7 3.45110 -2.88834 -0.24519  0.185
H8 3.84128 -2.59014 1.46984  0.176
H9 5.11930 -3.11983 0.34647  0.198
H10 5.12839 1.14333 -0.52595  0.226
H11 3.58102 3.07552 -0.70647  0.216
H12 0.84740 3.73127 -0.33724  0.427
C13 -1.61770 2.65917 0.30192  0.760
O4 -2.63796 2.06165 0.59684  -0.638
O5 -1.63019 3.97502 -0.00524  -0.690
H13 -2.53529 4.31273 0.06982  0.505
H14 -1.74080 0.14281 1.23549  0.433
H15 -4.45585 -1.30566 -1.64486  0.212
H16 -3.78528 -2.63333 -0.68527  0.222

Orbital gap, eV: 8.00
ΔE to the lowest compared entry with this formula, charge and spin, kJ/mol: 0.0
Lowest unoccupied orbital energy, Eh: 0.0017
SMILES string: CCCS(=O)(=O)Nc1c(C(=O)O)[nH]c2ccc(OC)cc12

---

3 unconnected molecules or ions with the total composition C15H35FN2O7P. Source: the Open Molecules 2025 dataset; level of theory: wB97M-V/def2-TZVPD.

Each line ends with the natural charge from an NBO analysis.
Geometry (Å):
O1 0.34434 -5.49098 -1.44040  -0.541
C1 -0.18237 -5.37861 -2.44479  0.883
F1 0.39928 -4.56043 -3.40442  -0.401
C2 -1.46519 -6.01923 -2.89922  -0.576
C3 -2.20575 -6.86010 -1.79716  -1.017
P1 -3.86819 -6.25036 -1.55533  1.145
O2 -4.78465 -6.50836 -2.96085  -1.009
O3 -3.90372 -4.58458 -1.14648  -1.030
H1 -1.17503 -6.71672 -3.70289  0.224
H2 -2.12070 -5.29027 -3.39441  0.200
H3 -1.73552 -6.69735 -0.82204  0.205
H4 -5.65544 -6.15617 -2.75051  0.474
H5 -3.46967 -4.05794 -1.84268  0.449
C4 -0.76533 0.67427 0.79358  -0.252
O4 -2.04592 1.02383 1.29318  -0.554
C5 -2.62257 2.16335 0.67179  -0.067
C6 -3.78444 1.77636 -0.22754  -0.242
N1 -3.32649 1.06924 -1.41714  -0.631
C7 -4.38910 0.42077 -2.18596  -0.247
C8 -5.22263 -0.66610 -1.50314  -0.080
O5 -4.51507 -1.85355 -1.21920  -0.538
C9 -3.74941 -1.82238 -0.02451  -0.258
H6 -0.32709 -0.05107 1.47819  0.192
H7 -0.83508 0.20944 -0.19461  0.160
H8 -0.10516 1.54502 0.74450  0.182
H9 -1.87799 2.75135 0.12625  0.174
H10 -3.01248 2.79211 1.47870  0.175
H11 -4.31760 2.68247 -0.53477  0.183
H12 -4.46959 1.16400 0.37145  0.171
H13 -2.65745 0.36243 -1.14371  0.358
H14 -3.90978 -0.03329 -3.05676  0.204
H15 -5.06316 1.19756 -2.56575  0.179
H16 -6.00506 -0.95519 -2.21180  0.186
H17 -5.74524 -0.30177 -0.60997  0.155
H18 -4.21746 -1.21207 0.75290  0.159
H19 -2.73632 -1.46687 -0.23372  0.149
H20 -3.65982 -2.84287 0.34235  0.234
C10 5.28335 3.39435 4.27876  -0.243
O6 5.76095 3.91121 3.05026  -0.554
C11 6.61136 3.02082 2.33546  -0.069
C12 5.92397 2.46807 1.09952  -0.243
N2 4.85594 1.54001 1.45138  -0.623
C13 3.97110 1.18413 0.34121  -0.252
C14 3.18112 2.30030 -0.34348  -0.086
O7 2.16773 2.88208 0.45981  -0.547
C15 2.61284 3.87925 1.36055  -0.244
H21 4.84417 4.21999 4.83777  0.191
H22 4.50895 2.63681 4.12457  0.160
H23 6.09662 2.96892 4.87378  0.170
H24 6.98585 2.21554 2.97400  0.176
H25 7.47302 3.61044 2.00930  0.182
H26 6.66197 1.94553 0.48314  0.192
H27 5.54638 3.32438 0.52671  0.167
H28 4.29494 1.94662 2.18725  0.350
H29 3.24985 0.46496 0.73641  0.210
H30 4.56044 0.65542 -0.41478  0.194
H31 2.65709 1.84400 -1.18734  0.198
H32 3.82603 3.07556 -0.77332  0.159
H33 3.44760 4.45844 0.95903  0.172
H34 2.88321 3.43916 2.32366  0.158
H35 1.77838 4.55812 1.54319  0.188

Charge: -1
Orbital gap, eV: 4.77
Lowest unoccupied orbital energy, Eh: 0.0749

---

A molecular structure, C30H75BF4KN5. Source: the Open Molecules 2025 dataset; level of theory: wB97M-V/def2-TZVPD.

Each line ends with the Löwdin spin population.
Geometry (Å):
K1 -0.14659 -3.79352 -1.30428  0.614
B1 -0.93385 -1.11426 -0.57553  0.009
F1 0.42073 -1.28182 -0.76801  0.001
F2 -1.36288 -2.08529 0.33973  0.004
F3 -1.20744 0.12187 0.03883  0.000
F4 -1.58571 -1.39971 -1.77951  0.006
C1 -5.44286 1.95777 0.13719  0.000
C2 -4.68474 1.81489 1.50114  0.000
N1 -4.87467 0.43987 2.03279  0.000
C3 -3.77465 -0.46468 1.61107  0.001
C4 -4.06718 -1.97549 1.99129  0.004
C5 -4.92125 0.57259 3.48748  0.000
C6 -6.09660 1.28096 4.09820  0.000
H1 -6.52460 1.89440 0.25515  0.000
H2 -5.11229 1.23246 -0.60627  0.000
H3 -5.21721 2.96265 -0.21972  0.000
H4 -3.63723 2.03962 1.30033  0.000
H5 -5.01368 2.57002 2.21505  0.000
H6 -3.64911 -0.43114 0.52884  0.000
H7 -2.84963 -0.10291 2.06003  0.000
H8 -4.01910 -2.16807 3.06306  0.001
H9 -5.03973 -2.26775 1.59526  0.001
H10 -3.37997 -2.63987 1.46741  0.002
H11 -4.00308 1.04859 3.83172  0.000
H12 -4.81268 -0.39166 3.98400  0.000
H13 -5.75730 1.76383 5.01462  0.000
H14 -6.83795 0.51612 4.32950  0.000
H15 -6.50831 2.10701 3.51834  0.000
C7 3.02092 -2.00675 -2.81405  0.002
C8 2.66544 -2.97584 -3.99687  0.004
N2 1.22113 -3.39513 -3.98045  0.003
C9 0.35463 -2.18614 -4.20030  0.004
C10 0.62425 -1.43779 -5.49761  0.003
C11 0.92885 -4.39688 -5.01865  0.014
C12 1.22827 -5.80347 -4.45165  0.041
H16 4.07604 -1.85915 -2.58373  0.002
H17 2.63411 -2.31335 -1.84220  0.000
H18 2.64186 -1.03149 -3.11944  0.000
H19 2.94108 -2.52886 -4.95203  0.001
H20 3.22098 -3.90101 -3.84347  0.002
H21 -0.67347 -2.54294 -4.26179  0.005
H22 0.42520 -1.44805 -3.40134  0.000
H23 0.99637 -2.05733 -6.31357  0.000
H24 -0.23559 -0.83243 -5.78450  0.001
H25 1.40912 -0.68497 -5.42452  0.000
H26 1.53803 -4.22292 -5.90564  0.002
H27 -0.09407 -4.33231 -5.38954  0.009
H28 0.72855 -6.00338 -3.50381  0.032
H29 2.30165 -5.95681 -4.34014  0.008
H30 0.95527 -6.60722 -5.13542  0.014
C13 2.95705 -3.56051 2.59889  0.007
C14 2.09053 -3.40201 1.31424  0.001
N3 1.95612 -4.63525 0.52453  0.003
C15 1.41086 -5.81131 1.23616  0.027
C16 0.05218 -5.58070 1.87000  0.030
C17 3.31900 -4.93257 -0.00397  0.005
C18 3.15770 -5.69685 -1.26381  0.022
H31 4.02102 -3.63814 2.37518  0.002
H32 2.66543 -4.39736 3.23352  0.002
H33 2.95795 -2.71557 3.28749  0.002
H34 1.07544 -3.08788 1.55719  0.000
H35 2.50875 -2.58564 0.72540  0.000
H36 1.28232 -6.57990 0.47402  0.028
H37 2.13378 -6.33053 1.86535  0.006
H38 -0.72404 -5.54538 1.10558  0.020
H39 -0.24000 -6.45592 2.45024  0.011
H40 -0.05097 -4.69031 2.49021  0.002
H41 3.87776 -5.44312 0.78039  0.003
H42 3.81900 -3.99832 -0.25951  0.001
H43 2.41652 -5.23889 -1.91880  0.002
H44 2.83282 -6.71089 -1.03084  0.019
H45 4.10255 -5.74586 -1.80505  0.008
C19 4.07958 0.32130 -0.36339  0.002
C20 3.91774 1.77443 -0.60904  0.001
N4 2.80125 2.28814 0.19824  0.000
C21 2.81339 3.70270 0.51805  0.000
C22 4.02626 4.24611 1.23355  0.000
C23 1.44068 1.74525 -0.08712  0.000
C24 1.03614 1.77192 -1.57504  0.001
H46 4.98675 0.00253 -0.87674  0.001
H47 3.22508 -0.25219 -0.72259  0.000
H48 4.23476 0.09900 0.69235  0.001
H49 4.89783 2.15617 -0.32305  0.000
H50 3.76301 2.02302 -1.65898  0.000
H51 2.74136 4.26470 -0.41311  0.000
H52 1.91214 3.93402 1.08578  0.000
H53 4.20369 3.59659 2.09072  0.000
H54 4.89843 4.34693 0.58761  0.000
H55 3.81463 5.21548 1.68482  0.000
H56 0.72677 2.24948 0.56417  0.000
H57 1.44397 0.72246 0.28970  0.000
H58 -0.00686 1.46109 -1.63537  0.000
H59 1.67778 1.16047 -2.20949  0.000
H60 1.07273 2.79104 -1.95993  0.000
C25 -3.15191 7.39306 2.61022  0.000
C26 -2.82711 5.92030 2.31579  0.000
N5 -1.84564 5.78259 1.19595  0.000
C27 -1.83615 4.38209 0.75933  0.000
C28 -1.36491 3.38557 1.78801  0.000
C29 -0.48753 6.31514 1.54665  0.000
C30 0.49029 6.37670 0.34569  0.000
H61 -3.43963 7.92103 1.70106  0.000
H62 -2.31283 7.98147 2.98145  0.000
H63 -4.06388 7.39062 3.20722  0.000
H64 -2.43022 5.48113 3.23106  0.000
H65 -3.73432 5.34622 2.12735  0.000
H66 -2.82849 4.05057 0.45366  0.000
H67 -1.26856 4.15444 -0.14295  0.000
H68 -2.04531 3.26733 2.63133  0.000
H69 -1.30988 2.42320 1.27919  0.000
H70 -0.35027 3.60334 2.12145  0.000
H71 0.00389 5.73646 2.32878  0.000
H72 -0.64297 7.30844 1.96770  0.000
H73 1.44083 6.80039 0.66981  0.000
H74 0.15570 7.03255 -0.45807  0.000
H75 0.65099 5.42738 -0.16526  0.000

Charge: -1
Multiplicity: 2
Orbital gap (spin up / spin down), eV: 1.87 / 8.15
Lowest unoccupied orbital energy (spin up / spin down), Eh: 0.0763 / 0.0813
⟨S²⟩: 0.7506

---

C2HClNO2P in the gas phase. Source: the Open Molecules 2025 dataset; level of theory: wB97M-V/def2-TZVPD.

Each line ends with the natural charge from an NBO analysis.
Geometry (Å):
C1 -1.72017 -0.59243 -0.13846  0.066
C2 -1.12571 -0.05084 0.96756  0.305
N1 -2.55435 -1.15168 -0.79644  -0.214
O1 0.04369 0.31833 1.31872  -0.651
O2 0.22049 0.23900 -1.14751  -1.060
P1 1.13358 0.29317 -0.05236  1.756
Cl1 2.16380 1.82908 -0.33352  -0.151
H1 1.83866 -0.88464 0.18201  -0.050

Orbital gap (spin up / spin down), eV: 7.54 / 7.54
ΔE to the lowest compared entry with this formula, charge and spin, kJ/mol: 316.2
Lowest unoccupied orbital energy (spin up / spin down), Eh: -0.0421 / -0.0421

---

A gas-phase ion, C9H12N2 (charge +2). Source: the Open Molecules 2025 dataset; level of theory: wB97M-V/def2-TZVPD.

Each line ends with the natural charge from an NBO analysis.
Geometry (Å):
C1 -2.91894 -0.87961 -0.21402  -0.094
C2 -2.96409 0.58056 -0.06860  -0.216
C3 -1.73054 -1.50427 0.07420  -0.213
C4 0.57062 1.78261 -0.05395  -0.056
C5 -0.59644 -0.69239 0.44644  0.156
C6 1.25865 0.58692 0.27834  0.282
C7 -1.77561 1.25042 -0.07935  0.459
C8 2.72063 0.62678 0.62476  -0.673
C9 1.42181 -1.64009 -0.66926  -0.455
N1 -0.73223 1.92521 -0.36853  -0.475
N2 0.68245 -0.69905 0.06777  -0.291
H1 -3.83865 -1.34922 -0.48552  0.286
H2 -3.95070 0.91309 0.25980  0.334
H3 -1.62870 -2.62722 0.19534  0.305
H4 1.06997 2.79212 -0.07455  0.281
H5 -0.82999 -0.01363 1.24320  0.268
H6 2.88081 -0.23125 1.33934  0.264
H7 2.80967 1.54028 1.27182  0.279
H8 3.24683 0.59916 -0.30544  0.269
H9 0.74381 -2.30891 -1.18215  0.261
H10 2.21437 -1.13441 -1.34666  0.269
H11 2.01776 -2.27960 0.02706  0.274
H12 -0.67149 2.76250 -0.98001  0.488

Charge: +2
Orbital gap, eV: 8.27
ΔE to the lowest compared entry with this formula, charge and spin, kJ/mol: 201.1
Lowest unoccupied orbital energy, Eh: -0.3582
SMILES string: CC1=C\[NH+]=C=C\C=C/C=[N+]/1C